Record 1
Here is a molecular structure, C42H38BrClMoN6O2P from the Open Molecules 2025 dataset. Energies are from the ωB97M-V functional and the def2-TZVPD basis.

Output
⟨S²⟩	2.058
multiplicity	3
net charge	+3
LUMO energy (spin up / spin down)	-9.67 / -9.64	eV
HOMO-LUMO gap (spin up / spin down)	6.5 / 6.6	eV
DFT total energy	-150895.8108	eV

XYZ file:
```
92
Properties=species:S:1:pos:R:3:lowdin_charge:R:1
Mo 0.540 -0.114 0.550 1.567
Br -2.304 -1.736 4.375 0.895
Cl 2.707 0.305 -0.896 0.817
P -0.184 0.979 -1.808 1.100
O -0.727 -0.600 2.096 -0.162
O -1.529 -0.053 0.205 -0.241
N 2.764 1.170 4.009 0.208
N 0.221 1.765 1.603 -0.013
N 3.965 -1.405 1.195 0.179
N 4.519 0.448 5.292 0.239
N 2.263 0.007 1.993 0.010
N 4.240 -0.508 3.235 0.202
C -0.576 -1.801 -4.738 -0.034
C 3.841 0.350 4.168 -0.392
C 2.769 -4.495 2.350 -0.015
C -1.585 -3.039 0.544 -0.005
C -5.780 -0.203 2.817 -0.008
C 0.528 -2.545 -0.760 -0.076
C -3.504 -0.860 3.220 -0.577
C 2.521 -3.658 -0.021 -0.029
C 3.473 -0.641 2.169 -0.424
C -5.436 0.321 1.575 -0.030
C -0.849 2.558 1.425 -0.095
C -1.299 2.391 -1.748 -0.375
C 0.698 -3.354 1.511 -0.001
C -2.518 -2.025 -3.340 -0.035
C 2.443 -2.826 -2.391 -0.025
C -0.863 -0.342 -2.832 -0.346
C -3.470 3.411 -1.969 -0.034
C 1.225 1.631 -2.716 -0.409
C -2.067 -0.995 -2.533 -0.120
C 2.055 0.967 2.950 -0.272
C -2.668 2.278 -1.991 -0.066
C 1.852 -2.979 -1.017 -0.284
C 2.193 2.835 -4.566 -0.016
C -1.204 3.543 2.324 0.014
C 0.632 2.865 3.684 0.047
C 0.931 1.904 2.739 -0.179
C 3.469 2.490 -4.134 -0.010
C -4.128 0.248 1.154 0.003
C -3.140 -0.334 1.968 -0.170
C -0.448 3.709 3.471 0.025
C -0.745 3.650 -1.476 -0.111
C -4.825 -0.792 3.631 -0.090
C 3.646 1.712 -2.996 -0.057
C 1.985 -3.805 1.273 -0.243
C -2.916 4.654 -1.701 -0.026
C -0.118 -0.763 -3.938 -0.088
C -1.551 4.773 -1.455 -0.040
C -1.775 -2.432 -4.443 -0.022
C 1.075 2.413 -3.866 -0.049
C -0.095 -2.861 0.460 -0.299
C -1.795 -0.346 1.441 -0.559
C 2.506 1.311 -2.333 -0.567
H -1.116 5.746 -1.261 0.126
H 0.084 2.683 -4.211 0.134
H -2.647 -0.717 -1.667 0.082
H 3.504 -4.073 -0.231 0.145
H 3.383 -1.788 0.470 0.025
H -4.528 3.322 -2.183 0.124
H -1.961 -2.923 1.563 0.073
H -3.543 5.537 -1.697 0.127
H 3.531 -2.755 -2.360 0.094
H 0.237 -3.520 2.479 0.135
H 4.831 -1.878 1.404 0.140
H -5.107 -1.209 4.588 0.117
H -3.457 -2.513 -3.110 0.126
H 2.476 -5.547 2.405 0.108
H 4.632 1.438 -2.645 0.127
H 0.005 -2.107 -5.599 0.127
H 2.575 -4.053 3.328 0.093
H -1.440 2.390 0.542 0.085
H -1.782 -4.075 0.255 0.125
H 4.338 2.828 -4.684 0.134
H 2.071 3.440 -5.456 0.131
H 2.043 -1.949 -2.904 0.052
H -0.091 -2.274 -1.608 0.098
H 3.840 -4.467 2.154 0.086
H -0.700 4.471 4.198 0.138
H -2.135 -3.237 -5.071 0.127
H 5.338 -0.119 5.437 0.140
H -6.190 0.776 0.948 0.123
H -6.806 -0.160 3.158 0.132
H -3.112 1.325 -2.242 0.099
H 0.816 -0.280 -4.197 0.105
H 4.245 1.118 5.991 0.138
H 2.192 -3.700 -2.998 0.110
H 1.242 2.928 4.571 0.130
H -2.137 -2.407 -0.149 0.074
H -3.839 0.657 0.195 0.106
H -2.069 4.158 2.116 0.133
H 0.316 3.756 -1.287 0.121
```

Record 2
Here is a molecular structure, C42H38CdN2P2S4Si from the Open Molecules 2025 dataset. Energies are from the ωB97M-V functional and the def2-TZVPD basis.

Output
net charge	-2
LUMO energy	4.18	eV
HOMO-LUMO gap	5.8	eV
DFT total energy	-121515.9686	eV

XYZ file:
```
90
Properties=species:S:1:pos:R:3:nbo_charge:R:1
Cd 0.107 0.447 -0.442 1.587
S 0.606 -1.704 -2.090 -0.399
S -2.009 -2.251 1.438 -0.721
S 1.199 3.615 -3.890 0.263
S 1.039 1.896 2.058 -0.743
P -0.950 1.742 2.084 1.394
P -2.692 -0.421 1.104 1.386
Si 2.988 -4.239 -2.249 1.658
N 1.439 -1.341 0.349 -0.582
N 2.745 0.887 -1.387 -0.432
C 2.617 1.659 -2.477 0.207
C -2.622 3.849 1.254 -0.194
C -4.973 -1.248 -0.347 -0.133
C -5.813 1.308 3.161 -0.239
C -1.551 3.499 2.067 -0.384
C -5.748 -1.392 -1.488 -0.254
C 2.522 -3.198 -0.755 -0.567
C -0.872 4.507 2.750 -0.121
C -2.181 1.951 4.664 -0.227
C 4.876 1.154 -3.136 -0.183
C -0.457 3.812 -3.492 -0.429
C -1.257 5.832 2.618 -0.257
C 1.329 2.308 -2.675 -0.292
C 1.582 -2.120 -0.752 0.099
C 2.108 -1.610 1.458 0.059
C -3.011 5.176 1.119 -0.219
C -1.358 1.237 3.802 -0.357
C -0.864 2.953 -2.520 -0.277
C -1.735 0.967 0.774 -1.726
C -5.311 -0.867 -2.698 -0.239
C 3.688 1.814 -3.372 -0.260
C 2.967 -6.062 -1.697 -1.104
C 2.020 -4.179 -3.861 -1.110
C -4.866 1.003 2.195 -0.144
C -4.054 -0.797 3.551 -0.193
C 3.195 -3.448 0.432 -0.167
C -3.983 -0.059 2.375 -0.388
C -3.334 -0.035 -1.605 -0.194
C -0.756 0.060 4.250 -0.181
C 3.896 0.273 -1.163 0.059
C 4.997 0.363 -2.001 -0.296
C 0.152 2.074 -2.029 -0.440
C -4.097 -0.197 -2.753 -0.210
C -0.939 -0.372 5.552 -0.216
C 4.805 -3.852 -2.663 -1.106
C -5.879 0.564 4.331 -0.237
C -2.365 1.515 5.970 -0.174
C -3.766 -0.554 -0.388 -0.362
C -4.992 -0.485 4.526 -0.225
C -1.734 0.367 6.421 -0.252
C 2.983 -2.675 1.569 -0.295
C -2.323 6.173 1.795 -0.232
H 3.948 -0.324 -0.257 0.197
H -5.026 -1.063 5.443 0.198
H -3.009 2.077 6.637 0.189
H 2.433 -4.894 -4.582 0.208
H -6.501 2.132 3.004 0.195
H -3.838 5.434 0.467 0.195
H 1.964 -6.353 -1.379 0.234
H 4.924 -2.808 -2.963 0.239
H -2.599 7.214 1.663 0.191
H -5.303 -1.678 0.592 0.207
H 2.044 -3.181 -4.294 0.257
H -3.735 0.202 -3.694 0.203
H 0.971 -4.420 -3.685 0.251
H 3.568 2.439 -4.247 0.208
H -0.020 4.242 3.364 0.221
H -1.032 4.575 -3.999 0.209
H -3.125 3.059 0.708 0.245
H -0.463 -1.285 5.892 0.201
H 5.909 -0.172 -1.768 0.203
H -0.149 -0.509 3.556 0.243
H -4.799 1.594 1.288 0.213
H 3.271 -6.722 -2.514 0.214
H 3.645 -6.235 -0.857 0.218
H -5.912 -0.987 -3.593 0.190
H -0.710 6.610 3.139 0.193
H 5.450 -4.023 -1.796 0.220
H -3.366 -1.622 3.683 0.248
H -6.616 0.804 5.089 0.191
H 1.953 -0.921 2.283 0.215
H -6.694 -1.921 -1.441 0.191
H 5.699 1.254 -3.835 0.195
H 3.918 -4.260 0.477 0.188
H 3.487 -2.889 2.502 0.194
H -1.886 2.958 -2.156 0.212
H 5.168 -4.483 -3.479 0.213
H -2.679 2.845 4.310 0.222
H -1.858 0.048 7.451 0.191
H -2.401 0.513 -1.640 0.246
```

Q: The highest DFT total energy belongs to which entry?
A: C42H38CdN2P2S4Si